No. 1
C32H45Cl2F9N9O5SSc as an isolated structure, computed with ωB97M-V/def2-TZVPD.

Its strongest force on any atom is 0.01011 hartree/bohr. The calculation puts the HOMO energy at -5.963 eV.

Last column: Mulliken charge in e.
Geometry (Å):
Sc 0.087 -0.755 1.004  -1.07
N 2.019 -1.342 2.382  -0.14
C 3.287 -1.101 1.708  0.20
C 4.519 -1.047 2.634  -0.96
C 5.602 -2.051 2.240  -0.74
C 6.392 -1.662 0.991  -0.89
N 7.530 -0.790 1.301  -0.17
C 7.616 0.527 1.112  0.64
N 8.807 1.115 1.383  -0.42
N 6.598 1.242 0.706  -0.22
C 3.113 0.141 0.816  -0.12
O 4.136 0.695 0.357  -1.07
O 1.939 0.493 0.570  -0.28
H 1.837 -0.634 3.090  0.22
H 1.961 -2.252 2.824  0.13
H 3.422 -1.922 0.992  0.30
H 4.185 -1.276 3.648  0.39
H 4.932 -0.035 2.667  0.46
H 5.134 -3.022 2.061  0.42
H 6.305 -2.198 3.064  0.47
H 5.760 -1.159 0.259  0.48
H 6.806 -2.547 0.508  0.25
H 8.302 -1.220 1.784  0.24
H 9.649 0.567 1.349  0.22
H 8.911 2.101 1.222  0.22
H 5.589 0.893 0.639  0.31
H 6.753 2.210 0.481  0.24
C -3.958 0.586 1.577  -0.80
C -4.499 1.659 0.638  -0.97
C -3.438 2.615 0.095  2.15
C -2.898 3.635 1.090  -1.64
N -1.959 3.059 2.059  -0.08
C -0.796 2.439 1.790  0.51
S -0.346 1.165 2.872  -0.57
N -0.003 2.759 0.786  0.23
C -0.204 3.684 -0.326  -0.15
C 0.950 3.507 -1.303  -0.35
C 0.792 4.355 -2.560  -0.48
C 0.911 5.855 -2.309  -1.33
H -4.710 -0.180 1.763  0.61
H -3.651 0.976 2.550  0.22
H -3.086 0.098 1.135  -0.15
H -5.296 2.232 1.128  0.45
H -4.961 1.173 -0.222  0.20
H -3.858 3.169 -0.751  0.52
H -2.609 2.016 -0.300  -1.54
H -3.712 4.055 1.685  0.53
H -2.429 4.471 0.579  0.29
H -2.405 2.631 2.856  0.40
H 0.778 2.120 0.656  -0.19
H -0.253 4.707 0.057  0.52
H -1.133 3.455 -0.850  0.01
H 0.990 2.449 -1.575  -0.20
H 1.895 3.741 -0.802  0.57
H -0.173 4.127 -3.020  0.11
H 1.550 4.046 -3.283  0.49
H 0.122 6.221 -1.650  0.28
H 0.842 6.417 -3.241  0.41
H 1.869 6.098 -1.844  0.29
F -1.150 -5.348 3.690  -0.27
C -0.533 -4.358 3.040  0.38
F -0.286 -4.774 1.800  -0.19
F 0.671 -4.180 3.630  -0.28
C -1.325 -3.014 3.028  1.12
O -0.768 -2.196 2.139  0.38
C -2.820 -3.312 2.679  -0.10
F -3.505 -3.778 3.737  -0.31
F -2.915 -4.230 1.711  -0.26
F -3.426 -2.210 2.253  -0.03
C -1.267 -2.379 4.458  0.32
F -0.076 -1.791 4.660  -0.20
F -1.431 -3.269 5.446  -0.27
F -2.196 -1.435 4.596  -0.24
Cl 1.210 -2.270 -0.892  -0.25
C 0.622 -1.295 -2.250  0.54
C 1.043 -1.626 -3.512  -0.47
C 0.572 -0.893 -4.598  -0.84
C -0.318 0.143 -4.347  -0.76
C -0.719 0.441 -3.060  0.55
Cl -1.873 1.751 -2.856  -0.34
C -0.280 -0.239 -1.874  -0.66
N -0.633 0.001 -0.635  1.48
H 1.727 -2.453 -3.648  0.46
H 0.878 -1.131 -5.606  0.39
H -0.721 0.732 -5.161  0.45
O -5.518 1.857 -2.950  -0.45
C -5.042 0.887 -3.881  -0.71
N -4.335 -0.126 -3.170  0.32
C -4.799 -1.402 -3.065  0.66
O -5.851 -1.769 -3.556  -0.73
C -3.898 -2.362 -2.347  0.27
C -4.053 -3.719 -2.595  -0.62
C -3.196 -4.612 -1.979  -0.94
C -2.221 -4.109 -1.127  -0.44
N -2.082 -2.816 -0.856  0.26
C -2.910 -1.964 -1.453  0.08
H -6.075 2.481 -3.427  0.25
H -4.370 1.365 -4.599  0.32
H -5.869 0.402 -4.401  0.47
H -3.413 0.106 -2.835  -0.29
H -4.832 -4.042 -3.273  0.49
H -3.270 -5.676 -2.155  0.43
H -1.524 -4.776 -0.629  0.45
H -2.739 -0.922 -1.199  0.07

---

No. 2
A 4-piece molecular cluster, C38H87F3N6O10P overall in a non-equilibrium geometry, computed with ωB97M-V/def2-TZVPD.

Its strongest force on any atom is 0.02863 hartree/bohr. The calculation puts the HOMO energy at -9.805 eV. As for the total charge: +1.

Last column: Mulliken charge in e.
Geometry (Å):
C -5.251 1.239 2.383  -1.67
C -3.760 0.917 2.311  -0.19
C -3.077 1.761 1.201  -1.16
C -2.688 0.804 0.069  1.92
C -1.533 -0.081 0.552  -1.12
N -2.300 1.477 -1.234  0.36
C -2.331 0.756 -2.339  -1.17
N -2.049 1.277 -3.594  -0.23
C -0.656 1.216 -4.115  -0.72
C -0.533 0.527 -5.454  -0.63
C 0.826 0.845 -6.067  -0.90
P 0.969 -0.023 -7.647  0.80
O -0.245 0.190 -8.436  -0.81
O 2.283 0.470 -8.393  -0.34
C 3.337 1.134 -7.661  -0.16
C 4.623 1.055 -8.472  -1.28
O 1.146 -1.561 -7.260  -0.37
C 2.461 -2.153 -7.315  -0.07
C 2.713 -2.816 -8.669  -1.10
N -2.777 -0.545 -2.234  1.63
C -2.111 -1.516 -3.118  -1.63
C -0.655 -1.828 -2.792  0.51
C -0.350 -3.307 -3.144  -1.59
C -4.263 -0.581 -2.402  -1.39
C -5.000 -1.354 -1.319  1.14
C -4.249 -2.542 -0.724  -1.46
O -6.212 -1.775 -1.929  -0.59
C -1.938 2.886 -1.173  0.72
F -3.059 3.610 -0.950  -0.26
F -1.053 3.053 -0.161  -0.26
F -1.369 3.343 -2.296  -0.21
H -5.365 2.287 2.655  0.43
H -5.763 0.642 3.126  0.43
H -5.712 1.133 1.405  0.27
H -3.686 -0.137 2.054  0.08
H -3.281 1.070 3.267  0.51
H -2.218 2.257 1.631  0.41
H -3.809 2.495 0.891  0.61
H -3.586 0.234 -0.095  -1.36
H -1.649 -1.105 0.231  0.06
H -0.623 0.289 0.081  0.43
H -1.386 0.011 1.616  0.20
H -2.481 2.174 -3.750  0.46
H 0.002 0.793 -3.364  0.25
H -0.313 2.239 -4.241  0.62
H -0.586 -0.554 -5.360  0.11
H -1.332 0.838 -6.116  0.51
H 1.017 1.908 -6.169  0.55
H 1.598 0.465 -5.392  0.50
H 3.066 2.177 -7.533  0.36
H 3.522 0.665 -6.701  0.32
H 4.626 0.086 -8.961  0.37
H 5.455 1.061 -7.781  0.26
H 4.706 1.862 -9.184  0.34
H 2.485 -2.911 -6.541  0.44
H 3.248 -1.446 -7.077  0.12
H 2.703 -3.893 -8.549  0.35
H 3.675 -2.542 -9.080  0.30
H 1.902 -2.553 -9.335  0.32
H -2.227 -1.236 -4.165  0.43
H -2.669 -2.437 -3.006  1.11
H -0.449 -1.699 -1.737  0.09
H 0.027 -1.246 -3.396  -0.15
H -1.087 -3.717 -3.826  0.41
H -0.308 -3.934 -2.262  0.37
H 0.605 -3.375 -3.652  0.39
H -4.633 0.440 -2.436  0.26
H -4.474 -1.032 -3.367  0.57
H -5.273 -0.683 -0.504  0.02
H -4.493 -3.461 -1.246  0.40
H -3.173 -2.423 -0.706  0.12
H -4.566 -2.679 0.307  0.49
H -6.711 -2.256 -1.269  0.39
C 1.594 -1.485 7.466  -0.67
O 1.496 -2.746 6.833  -0.36
C 0.542 -3.623 7.421  -0.73
C -0.626 -3.858 6.489  -0.61
N -1.435 -2.654 6.343  0.14
C -2.449 -2.728 5.300  -0.83
C -1.986 -2.879 3.855  -0.59
O -1.298 -1.749 3.338  -0.24
C 0.094 -1.708 3.613  -0.70
H 2.446 -0.967 7.029  0.25
H 0.697 -0.876 7.304  0.26
H 1.764 -1.593 8.541  0.35
H 0.203 -3.241 8.388  0.33
H 1.043 -4.578 7.599  0.40
H -1.251 -4.659 6.892  0.37
H -0.214 -4.200 5.529  0.36
H -0.824 -1.870 6.150  -0.02
H -3.039 -1.808 5.361  0.33
H -3.128 -3.551 5.538  0.45
H -2.884 -2.984 3.239  0.26
H -1.394 -3.787 3.696  0.40
H 0.527 -2.708 3.672  0.37
H 0.307 -1.163 4.536  0.20
H 0.578 -1.169 2.796  0.33
C 9.434 4.442 -3.306  -0.71
O 9.593 5.270 -4.441  -0.35
C 10.737 4.965 -5.231  -0.80
C 10.335 4.403 -6.577  -0.19
N 9.756 3.071 -6.444  -0.32
C 9.146 2.552 -7.664  -0.76
C 7.937 3.288 -8.233  -0.51
O 6.775 3.218 -7.424  -0.29
C 6.687 4.192 -6.398  -0.69
H 8.624 4.860 -2.710  0.24
H 9.167 3.415 -3.583  0.29
H 10.343 4.423 -2.698  0.35
H 11.406 4.279 -4.705  0.41
H 11.278 5.901 -5.392  0.40
H 11.220 4.343 -7.216  0.38
H 9.636 5.116 -7.034  0.17
H 9.057 3.091 -5.714  0.08
H 8.836 1.525 -7.454  0.38
H 9.915 2.498 -8.440  0.41
H 7.672 2.794 -9.172  0.35
H 8.161 4.331 -8.486  0.36
H 7.169 5.129 -6.683  0.30
H 7.117 3.831 -5.460  0.24
H 5.629 4.390 -6.221  0.28
C -7.836 -0.215 10.990  -0.72
O -6.854 0.596 10.372  -0.35
C -5.784 0.975 11.230  -0.81
C -4.489 0.314 10.809  -0.15
N -4.518 -1.120 11.065  -0.30
C -3.399 -1.860 10.485  -1.17
C -3.260 -1.889 8.967  0.39
O -4.289 -2.599 8.300  -0.40
C -5.461 -1.858 8.021  -0.67
H -8.663 -0.313 10.289  0.24
H -7.454 -1.215 11.219  0.30
H -8.208 0.246 11.909  0.35
H -6.017 0.749 12.273  0.41
H -5.666 2.059 11.141  0.39
H -3.663 0.758 11.373  0.37
H -4.335 0.544 9.746  0.16
H -5.380 -1.501 10.700  0.10
H -3.493 -2.895 10.825  0.43
H -2.470 -1.470 10.912  0.43
H -2.341 -2.423 8.730  -0.11
H -3.147 -0.886 8.536  0.25
H -5.243 -0.802 7.840  0.31
H -6.197 -1.944 8.825  0.24
H -5.911 -2.278 7.119  0.29

---

No. 3
A 10-piece molecular cluster, H20O10 overall in a non-equilibrium geometry, computed with ωB97M-V/def2-TZVPD.

Its strongest force on any atom is 0.13349 hartree/bohr. Its SMILES is O.O.O.O.O.O.O.O.O.O. The calculation puts the HOMO energy at -10.274 eV.

Last column: Mulliken charge in e.
Geometry (Å):
O -2.573 1.492 2.336  -0.64
H -2.159 1.431 1.490  0.34
H -1.746 1.594 2.861  0.36
O -2.304 1.146 -0.348  -0.83
H -2.534 0.159 -0.073  0.27
H -2.719 1.299 -1.380  0.37
O 0.264 0.398 0.095  -0.28
H -0.455 0.633 -0.380  0.45
H 0.639 -0.217 -0.413  0.16
O 1.063 0.978 2.555  -0.65
H 0.493 0.522 1.788  0.22
H 1.960 1.172 2.238  0.32
O 3.304 -2.069 0.955  -0.60
H 2.616 -1.871 0.439  0.33
H 3.154 -1.460 1.724  0.35
O -0.562 -1.595 2.460  -0.62
H -0.075 -1.121 1.696  0.25
H -1.580 -1.255 2.453  0.35
O -1.708 -0.659 -2.006  -0.60
H -1.934 -1.213 -2.732  0.24
H -2.399 -0.967 -1.237  0.32
O 2.074 2.345 -0.038  -0.65
H 1.079 2.131 -0.201  0.34
H 2.390 1.552 -0.611  0.30
O 1.272 -1.678 -1.008  -0.69
H 0.838 -2.554 -0.885  0.31
H 1.598 -1.691 -1.942  0.24
O -0.056 0.800 -3.390  -0.61
H -0.728 0.417 -2.952  0.40
H 0.795 0.276 -3.486  0.28

---

No. 4
C13H21BIrN6O as an isolated structure in a non-equilibrium geometry, computed with ωB97M-V/def2-TZVPD.

Its strongest force on any atom is 0.11755 hartree/bohr. The calculation puts the HOMO energy (spin up / spin down) at -23.181 / -22.946 eV. The expectation value of S² is 8.814. As for the spin multiplicity: 6. As for the total charge: +4.

Last column: Mulliken charge in e.
Geometry (Å):
C -0.613 2.636 0.736  0.07
N -0.338 1.441 0.133  -0.04
N -1.463 1.010 -0.548  0.28
C -2.422 1.962 -0.384  0.16
C -1.934 2.982 0.417  -1.05
B -1.584 -0.095 -1.648  -0.22
N -0.150 -0.131 -2.314  0.23
N 0.995 0.402 -1.734  -0.04
C 1.864 0.755 -2.716  0.01
C 1.312 0.381 -3.941  -0.93
C 0.062 -0.157 -3.663  0.15
Ir 1.473 0.605 0.174  0.64
N -2.530 -1.354 -1.383  0.61
N -2.576 -2.286 -0.341  -0.60
C -3.641 -3.079 -0.538  -0.18
C -4.327 -2.695 -1.712  -0.50
C -3.599 -1.604 -2.197  0.03
H -3.896 -3.885 0.149  0.47
H -3.783 -0.967 -3.046  0.49
H -5.222 -3.128 -2.130  0.46
H -2.213 0.476 -2.534  -0.01
H -0.723 -0.512 -4.312  0.54
H -3.362 1.849 -0.898  0.56
H 1.786 0.506 -4.902  0.49
H -2.436 3.878 0.736  0.50
H 2.813 1.207 -2.443  0.50
H 0.143 3.107 1.350  0.60
H 2.212 -1.398 0.118  0.36
C 2.955 -0.584 0.268  -0.92
H 3.709 -0.756 -0.501  0.48
H 2.915 0.922 -0.002  0.13
H 3.395 -0.672 1.257  0.43
C 0.243 1.045 4.223  -1.33
C 1.234 0.323 3.310  0.78
C 0.925 -1.150 3.130  -1.34
O 1.376 1.103 2.127  -0.38
H -0.781 0.715 4.010  0.34
H 0.295 2.130 4.074  0.36
H 0.452 0.820 5.275  0.43
H 2.208 0.391 3.829  0.27
H -0.148 -1.336 3.008  0.36
H 1.456 -1.585 2.278  0.38
H 1.244 -1.674 4.037  0.42

---

No. 5
The molecule C3H3FP2 in a non-equilibrium geometry, computed with ωB97M-V/def2-TZVPD.

Its strongest force on any atom is 0.08153 hartree/bohr. Its SMILES is FC1=PCP=C1. The calculation puts the HOMO energy (spin up / spin down) at -8.391 / -7.683 eV.

Last column: Mulliken charge in e.
Geometry (Å):
C 0.447 -1.267 -0.073  -0.25
C 1.360 -0.263 -0.068  -0.02
C -1.113 0.948 -0.014  -0.71
F 2.639 -0.558 0.043  -0.21
P -1.279 -0.868 -0.012  -0.02
P 0.522 1.751 -0.110  0.09
H 0.829 -2.241 -0.246  0.37
H -1.772 1.422 -0.664  0.46
H -1.632 1.076 1.143  0.28

---

No. 6
A 2-piece molecular cluster, C5H18N3Si overall in a non-equilibrium geometry, computed with ωB97M-V/def2-TZVPD.

Its strongest force on any atom is 0.07149 hartree/bohr. The calculation puts the HOMO energy at -11.135 eV. As for the total charge: +1.

Last column: Mulliken charge in e.
Geometry (Å):
C -3.152 1.158 0.180  -0.99
C -0.964 1.535 0.976  -0.35
C 0.180 -1.824 -1.478  -1.02
C -0.136 -1.655 0.896  -0.93
C -1.368 -0.114 -0.694  -0.54
N 1.970 0.796 -0.632  -0.79
N -1.705 0.884 0.134  0.24
N -0.162 -0.907 -0.397  0.16
Si 3.402 0.544 0.530  0.42
H -3.765 0.527 0.830  0.33
H -3.245 2.260 0.550  0.30
H -3.608 1.098 -0.784  0.41
H 4.505 -0.338 0.174  -0.05
H 0.040 1.099 1.092  0.11
H -1.359 2.435 1.602  0.25
H -0.496 -2.697 -1.400  0.39
H 0.168 -1.420 -2.483  0.33
H 1.174 -2.067 -1.226  0.43
H -0.847 -2.470 0.756  0.41
H 0.868 -1.734 1.083  0.42
H -0.595 -1.038 1.664  0.30
H -2.167 -0.759 -1.062  0.33
H 1.686 1.744 -0.421  0.31
H 2.233 0.779 -1.621  0.31
H 0.707 -0.109 -0.508  0.36
H 4.129 1.844 0.527  -0.09
H 2.509 0.427 1.713  -0.07

---

Question: Which of these has the highest strongest force on any atom?
Answer: H20O10